The following is a DFT calculation (ωB97M-V/def2-TZVPD) of a structure of composition C28H28FN4PdS.

The geometry in ORCA input format:
```
! RIJCOSX wB97M-V def2-TZVPD def2/J DEFGRID3
* xyz -1 1
Pd -0.8927 0.2031 0.2206
C -2.3582 -0.2626 -3.2593
C -3.4223 -0.6636 -2.2368
C -3.5858 0.4024 -1.1546
C -3.2357 -2.0182 -1.5708
C -4.3659 -2.8264 -1.4483
C -4.3298 -4.0357 -0.7764
C -3.1298 -4.4474 -0.2122
C -1.9805 -3.6722 -0.3169
C -0.6891 -4.1110 0.3485
C -0.5200 -5.6264 0.4251
C -0.5787 -3.4805 1.7378
C -2.0199 -2.4351 -0.9940
N -0.8570 -1.6428 -1.0546
C 0.0912 -2.0453 -1.9207
C -0.0287 -3.1067 -2.8601
C 0.9929 -3.4765 -3.7268
C 2.2106 -2.8100 -3.7275
C 2.3632 -1.7599 -2.8189
C 1.3477 -1.4091 -1.9630
F 1.5742 -0.3797 -1.0990
H -2.7589 0.5258 -3.9044
H -2.0640 -1.1052 -3.8876
H -1.4594 0.1112 -2.7695
H -4.3711 -0.7315 -2.7817
H -2.7295 0.3124 -0.4591
H -4.4878 0.2317 -0.5611
H -3.6092 1.4149 -1.5642
H -5.2962 -2.4862 -1.8939
H -5.2175 -4.6523 -0.6995
H -3.0907 -5.3922 0.3154
H 0.1334 -3.7150 -0.2495
H -1.2326 -6.0851 1.1158
H 0.4807 -5.8715 0.7895
H -0.6492 -6.0930 -0.5540
H -1.4120 -3.8008 2.3717
H -0.5977 -2.3913 1.6657
H 0.3534 -3.7783 2.2269
H -0.9666 -3.6484 -2.8932
H 0.8240 -4.3007 -4.4115
H 3.0134 -3.0884 -4.3972
H 3.2866 -1.1957 -2.7519
N -1.1485 1.6586 3.4300
C -0.6702 0.6817 4.2824
C -0.9517 0.3684 5.6056
C -0.2626 -0.7025 6.1557
C 0.6696 -1.4320 5.4044
C 0.9372 -1.1100 4.0840
C 0.2591 -0.0364 3.5203
N 0.3398 0.4769 2.2283
C -0.5187 1.4809 2.2179
C -0.8333 2.3283 1.0666
C -1.8949 3.2093 0.9892
S -1.8502 4.0240 -0.5145
C -0.3998 3.2092 -0.9101
N 0.0422 2.3740 -0.0190
H -1.8370 2.3590 3.6326
H -1.6801 0.9241 6.1827
H -0.4506 -0.9815 7.1848
H 1.1822 -2.2670 5.8643
H 1.6440 -1.6736 3.4897
H -2.7232 3.3288 1.6668
H 0.0974 3.3761 -1.8551
*
```

## Properties
Kohn-Sham gap ... 5.64 eV
Molar mass ... 578.05 g mol⁻¹

***

The following is a DFT calculation (ωB97M-V/def2-TZVPD) of a cluster of 12 separate species, C39H82FN11O11 in total at a distorted geometry.

The geometry in ORCA input format:
```
! RIJCOSX wB97M-V def2-TZVPD def2/J DEFGRID3
* xyz 0 1
F 2.5706 0.1479 -3.4688
C 3.0781 1.3706 -3.0760
C 4.2781 1.9355 -3.5481
C 4.7034 3.1458 -3.0182
C 4.0221 3.7848 -2.0376
C 2.7952 3.3248 -1.7045
C 2.3388 2.1062 -2.1656
H 4.8962 1.4569 -4.2899
H 5.5848 3.6590 -3.3219
H 4.4314 4.7410 -1.7032
H 2.2565 3.8225 -0.9476
H 1.3503 1.8665 -1.7966
C 4.7763 -0.2261 1.0256
O 5.6017 -1.0516 1.3613
N 4.0097 0.4143 1.9752
C 4.3346 0.1156 3.4084
C 3.1585 1.5326 1.5777
H 4.5624 -0.0053 -0.0091
H 3.7521 -0.7604 3.7568
H 4.1476 0.9599 4.0099
H 5.3578 -0.1122 3.4650
H 3.5688 2.4607 1.9584
H 3.0074 1.4548 0.4781
H 2.1180 1.3340 1.9335
C -0.7850 0.9889 3.7176
O 0.3194 1.1753 3.3306
N -1.3231 1.5191 4.9101
C -2.7840 1.4225 5.1340
C -0.5192 2.4822 5.6414
H -1.4804 0.3092 3.2123
H -3.2046 2.4050 5.1290
H -3.0009 0.8853 6.0572
H -3.2907 0.8711 4.3371
H -1.0185 3.4541 5.6176
H -0.5050 2.2078 6.6895
H 0.4807 2.5114 5.1920
C 3.1094 -2.9343 1.4602
O 2.5148 -2.5963 0.4627
N 2.5531 -2.9419 2.7119
C 3.3172 -3.4218 3.8852
C 1.2799 -2.2893 2.9592
H 4.1815 -3.2723 1.3726
H 2.9193 -4.3773 4.1382
H 3.1690 -2.6442 4.7101
H 4.3681 -3.5434 3.5731
H 0.8117 -2.8511 3.7451
H 1.4556 -1.2454 3.2903
H 0.6317 -2.3182 2.0779
C 0.0986 0.9927 -5.0701
O -0.4921 -0.0624 -5.2153
N -0.5115 2.0647 -4.5375
C 0.1157 3.3946 -4.4961
C -1.9327 1.9351 -4.1803
H 1.1834 1.1337 -5.2759
H 1.1583 3.2022 -4.7732
H 0.1402 3.7610 -3.3999
H -0.4705 4.1225 -5.2240
H -1.9872 2.1393 -3.1497
H -2.4947 2.6597 -4.8376
H -2.2556 0.8921 -4.4529
C 0.4563 -4.7087 0.4662
O -0.0880 -4.5682 1.5327
N 1.4894 -5.5729 0.2649
C 2.2544 -5.5829 -1.0262
C 2.1365 -6.0764 1.4648
H 0.1511 -4.1878 -0.5275
H 1.8542 -4.8220 -1.7548
H 2.1605 -6.5701 -1.4314
H 3.3195 -5.3411 -0.8572
H 1.3507 -6.1962 2.2082
H 2.5664 -7.0717 1.2070
H 3.0005 -5.5307 1.8354
C -4.4034 3.2141 2.0111
O -3.2321 3.5832 1.7957
N -5.4144 3.3269 1.0869
C -6.7258 2.7881 1.3896
C -5.1616 3.8277 -0.2766
H -4.7214 2.7932 2.9691
H -7.4788 3.6296 1.6947
H -6.6413 2.0272 2.2169
H -7.1123 2.2450 0.5162
H -5.3721 4.9388 -0.3939
H -4.1467 3.6722 -0.5788
H -5.8811 3.2859 -0.9538
C 6.1445 -3.3202 -3.6380
O 7.2891 -3.1552 -3.2778
N 5.1231 -2.8815 -2.9215
C 3.8013 -2.8633 -3.5861
C 5.2641 -2.1651 -1.6382
H 5.9301 -3.8499 -4.5404
H 3.8752 -3.1158 -4.6751
H 3.4105 -1.8537 -3.5301
H 3.0621 -3.5288 -3.0958
H 4.3504 -2.1743 -1.0271
H 6.0526 -2.5999 -1.0278
H 5.4397 -1.1655 -1.8274
C -5.8311 -0.7987 2.3546
O -4.8604 -0.0619 2.4111
N -6.5007 -1.1167 1.2187
C -7.9071 -1.5261 1.2387
C -5.9135 -0.6577 -0.0568
H -6.2566 -1.4192 3.1743
H -8.5070 -0.7018 0.8766
H -8.2814 -1.7702 2.1803
H -7.9832 -2.3733 0.5547
H -6.0177 0.4429 -0.2047
H -4.8687 -0.9300 -0.1427
H -6.4840 -1.1347 -0.9055
C -2.2878 -1.4419 -2.7581
O -3.3916 -1.0543 -2.3771
N -1.8576 -2.7034 -2.8912
C -0.6108 -2.9725 -3.4893
C -2.6537 -3.8588 -2.3780
H -1.5745 -0.7014 -2.9181
H -0.7482 -3.6701 -4.3346
H 0.2135 -3.3808 -2.8374
H -0.2994 -1.9959 -3.8577
H -3.4586 -3.5388 -1.7298
H -2.9430 -4.4536 -3.2087
H -2.0118 -4.5878 -1.8125
C -0.4844 4.8264 -0.2162
O -0.6855 5.6615 -1.0864
N 0.2091 5.0088 0.8983
C 0.4959 3.8213 1.6884
C 1.0707 6.2100 1.0448
H -0.8932 3.8364 -0.3192
H -0.2658 3.0508 1.4295
H 0.3918 3.9729 2.7696
H 1.4935 3.4678 1.5267
H 1.9647 6.0916 0.3675
H 0.6138 7.1677 0.7447
H 1.3629 6.3476 2.0473
C -1.5797 1.1014 -0.6699
O -0.8468 1.7288 -1.3565
N -1.3218 -0.1677 -0.2453
C -2.2607 -0.9428 0.5003
C 0.1141 -0.6417 -0.3607
H -2.5889 1.4177 -0.3961
H -1.8203 -1.2763 1.4302
H -2.6969 -1.7498 -0.0743
H -3.0883 -0.2715 0.6999
H 0.3532 -0.8421 -1.3825
H 0.7191 0.2220 -0.0483
H 0.2227 -1.5731 0.2222
*
```

## Properties
SMILES string ... Fc1ccccc1.CN(C)C=O.CN(C)C=O.CN(C)C=O.CN(C)C=O.CN(C)C=O.CN(C)C=O.CN(C)C=O.CN(C)C=O.CN(C)C=O.CN(C)C=O.CN(C)C=O
Kohn-Sham gap ... 9.13 eV
Molar mass ... 900.15 g mol⁻¹

***

The following is a DFT calculation (ωB97M-V/def2-TZVPD) of a structure of composition C29H29BF4FeN6PS.

The geometry in ORCA input format:
```
! RIJCOSX wB97M-V def2-TZVPD def2/J DEFGRID3
* xyz 0 2
Fe 0.6032 0.2315 1.1215
C 3.3097 5.8994 -0.8147
C 1.9524 5.2340 -0.6560
N 1.8832 3.9124 -1.2779
C 2.1227 2.7217 -0.6717
S 3.1891 2.8782 0.8033
N 1.7754 1.6117 -1.1878
N 1.8670 0.5143 -0.3525
C 2.5044 -0.5827 -0.7550
C 3.2967 -0.6540 -2.0239
C 2.4033 -1.6618 0.1443
C 3.0777 -2.8980 -0.0051
C 2.9316 -3.8748 0.9351
C 2.1029 -3.6395 2.0587
C 1.4627 -2.4280 2.1489
N 1.5750 -1.4533 1.2359
H 3.2931 6.8926 -0.3643
H 3.5732 5.9994 -1.8680
H 4.0962 5.3244 -0.3231
H 1.1847 5.8352 -1.1425
H 1.6615 5.1575 0.3923
H 1.2569 3.8128 -2.0611
H 3.1618 0.2602 -2.5968
H 2.9742 -1.4968 -2.6392
H 4.3633 -0.7806 -1.8211
H 3.7050 -3.0508 -0.8731
H 3.4467 -4.8205 0.8268
H 1.9745 -4.3817 2.8325
H 0.8131 -2.2152 2.9892
N -0.6474 -0.0259 2.7337
C -1.5990 -1.1037 2.6244
C -2.1341 -1.7249 3.7430
C -3.0218 -2.7785 3.5827
C -3.3804 -3.2111 2.3131
C -2.8427 -2.5902 1.1963
C -1.9497 -1.5345 1.3463
P -1.0737 -0.6895 0.0026
C -2.2371 0.4867 -0.7356
C -1.7021 1.4613 -1.5775
C -2.5378 2.3829 -2.1865
C -3.9042 2.3509 -1.9459
C -4.4375 1.3925 -1.0975
C -3.6070 0.4578 -0.4956
C -0.8485 -1.9746 -1.2713
C -0.2104 -3.1674 -0.9271
C 0.0092 -4.1458 -1.8830
C -0.4051 -3.9487 -3.1933
C -1.0508 -2.7725 -3.5409
C -1.2767 -1.7914 -2.5840
H -1.1308 0.8787 2.7829
H -0.0967 -0.0946 3.5848
H -1.8556 -1.3862 4.7338
H -3.4343 -3.2668 4.4559
H -4.0680 -4.0382 2.1966
H -3.0941 -2.9374 0.2011
H -0.6295 1.5036 -1.7358
H -2.1201 3.1429 -2.8346
H -4.5527 3.0832 -2.4091
H -5.5011 1.3752 -0.8982
H -4.0285 -0.2845 0.1712
H 0.1048 -3.3474 0.0934
H 0.5099 -5.0627 -1.5988
H -0.2288 -4.7130 -3.9395
H -1.3862 -2.6148 -4.5578
H -1.7842 -0.8794 -2.8675
F 0.2492 4.0227 2.0929
B -0.7739 3.2577 1.5670
F -1.5724 2.6885 2.5695
F -1.5159 3.9420 0.6321
F -0.1435 2.1165 0.8602
N 1.9502 1.2594 2.7834
C 2.3979 1.9331 1.9581
*
```

## Properties
Kohn-Sham gap (spin up / spin down) ... 5.94 / 8.26 eV
Molar mass ... 667.28 g mol⁻¹

***

The following is a DFT calculation (ωB97M-V/def2-TZVPD) of a cluster of 2 separate species, C4H6NO2S in total at a distorted geometry.

The geometry in ORCA input format:
```
! RIJCOSX wB97M-V def2-TZVPD def2/J DEFGRID3
* xyz -1 1
C -1.7469 -0.1930 -2.5600
C 1.1039 0.7534 0.6248
C 1.1481 -0.7353 0.7535
C -0.4291 0.6415 0.4507
N -0.2591 -0.8053 0.5115
O -1.2046 -1.1633 -2.8822
O -2.3806 0.7000 -2.2439
S -1.1318 -1.6686 1.6652
H 1.4206 1.4629 1.4744
H 1.7069 1.0433 -0.3241
H 1.8129 -1.3336 0.1270
H 1.6701 -0.9209 1.7857
H -0.9703 1.2128 1.1947
H -0.7402 1.0061 -0.5773
*
```

## Properties
Kohn-Sham gap ... 4.88 eV
Molar mass ... 132.16 g mol⁻¹

***

The following is a DFT calculation (ωB97M-V/def2-TZVPD) of a structure of composition C31H40IN5O7P2S2W.

The geometry in ORCA input format:
```
! RIJCOSX wB97M-V def2-TZVPD def2/J DEFGRID3
* xyz 0 3
W 0.0390 1.2354 -0.4178
O 0.7908 3.1735 -0.3889
N 1.5359 3.5169 -1.4507
C 1.2741 4.6757 -2.0738
C 2.0569 5.0742 -3.1216
C 3.1041 4.2410 -3.5292
C 3.3148 3.0397 -2.8993
C 2.4846 2.6429 -1.8437
S 2.5295 1.1489 -1.0246
H 0.4400 5.2277 -1.6674
H 1.8482 6.0096 -3.6180
H 3.7328 4.5299 -4.3607
H 4.0852 2.3565 -3.2257
I -1.9890 2.8730 0.9463
C -0.6201 3.5912 2.3266
C -0.9210 4.6865 3.0744
C -0.0287 5.0707 4.0983
C 1.0729 4.3081 4.3457
C 1.3690 3.1553 3.5747
C 2.4774 2.3395 3.8992
C 2.7073 1.2097 3.1774
C 1.9010 0.8875 2.0656
C 0.8468 1.6633 1.6452
C 0.5361 2.7885 2.4802
H -1.8322 5.2444 2.9039
H -0.2437 5.9480 4.6936
H 1.7464 4.5667 5.1543
H 3.1101 2.6179 4.7337
H 3.5340 0.5566 3.4300
H 2.1700 -0.0002 1.5109
C -1.9279 -1.4505 3.4669
C -2.4385 -0.6385 2.2997
C -3.8011 -0.0256 2.5382
O -2.5310 -1.5477 1.1660
P -2.3284 -1.1428 -0.3361
O -1.9235 0.3139 -0.5245
C -1.1747 -2.3279 -0.9365
P 0.6273 -2.0363 -0.0577
O 0.2647 -0.5708 0.4233
O 0.4225 -2.7331 1.3869
C 0.5495 -4.0966 1.8197
C 1.9952 -4.5535 1.8208
C -0.3545 -5.0383 1.0478
O 2.2746 -1.7177 -0.1447
C 3.1736 -2.6626 -0.7470
C 3.3569 -2.3790 -2.2245
C 4.4744 -2.5726 0.0255
O -3.7735 -1.3402 -0.9244
C -4.1747 -1.3067 -2.3349
C -3.5728 -0.1265 -3.0640
C -3.8752 -2.6332 -3.0058
H -1.8542 -0.8158 4.3514
H -0.9408 -1.8478 3.2356
H -2.6119 -2.2740 3.6832
H -1.7024 0.1245 2.0489
H -4.5248 -0.8050 2.7827
H -4.1524 0.5056 1.6521
H -3.7520 0.6828 3.3669
H -1.0317 -2.2772 -2.0134
H -1.5316 -3.3188 -0.6656
H 0.2031 -4.0559 2.8545
H 2.3528 -4.7277 0.8050
H 2.0850 -5.4897 2.3739
H 2.6291 -3.8054 2.2964
H -0.0340 -5.1251 0.0063
H -1.3887 -4.6952 1.0820
H -0.3096 -6.0311 1.4988
H 2.7551 -3.6678 -0.6397
H 3.7767 -1.3828 -2.3724
H 2.4082 -2.4321 -2.7574
H 4.0346 -3.1159 -2.6609
H 4.3027 -2.7250 1.0914
H 4.9227 -1.5864 -0.1135
H 5.1802 -3.3269 -0.3271
H -5.2530 -1.1768 -2.2575
H -2.4882 -0.2235 -3.1517
H -3.8098 0.8067 -2.5564
H -3.9903 -0.0736 -4.0697
H -2.8234 -2.7138 -3.2845
H -4.4657 -2.7092 -3.9196
H -4.1431 -3.4660 -2.3550
S 0.3255 -1.2341 -4.6025
C 0.2811 -0.4867 -3.1844
N 0.2247 0.0034 -2.1216
N -4.4863 3.2447 -4.4916
C -3.5130 3.4345 -3.8974
N -2.4122 3.7581 -3.2300
C -1.6905 2.9260 -2.6016
N -0.9071 2.3104 -1.9890
*
```

## Properties
Kohn-Sham gap (spin up / spin down) ... 5.56 / 7.07 eV
Molar mass ... 1031.51 g mol⁻¹

***

The following is a DFT calculation (ωB97M-V/def2-TZVPD) of a cluster of 9 separate species, C36H68O11 in total at a distorted geometry.

The geometry in ORCA input format:
```
! RIJCOSX wB97M-V def2-TZVPD def2/J DEFGRID3
* xyz 0 1
C 1.7451 -23.8351 -20.0482
C 1.0047 -23.0093 -18.9845
C 0.9011 -21.6220 -19.6048
O 0.8544 -21.8243 -21.0153
C 1.6674 -22.9640 -21.3292
H 1.1847 -24.7475 -20.2439
H 2.7501 -24.0804 -19.7168
H 1.5419 -22.8706 -18.0369
H 0.0702 -23.4516 -18.6369
H 1.7812 -21.0136 -19.3653
H 0.0057 -21.0603 -19.3391
H 2.6489 -22.6501 -21.6891
H 1.0976 -23.4904 -22.0921
C 7.8437 -19.5582 -14.3928
C 8.1595 -19.1266 -15.8185
C 6.7327 -18.8658 -16.2946
O 6.0654 -18.2746 -15.1763
C 6.8686 -18.4564 -14.0050
H 8.6717 -19.6748 -13.6921
H 7.2759 -20.4940 -14.3613
H 8.7514 -19.8477 -16.3770
H 8.6804 -18.1667 -15.7991
H 6.2394 -19.7899 -16.6022
H 6.7663 -18.1131 -17.0817
H 6.2420 -18.7003 -13.1482
H 7.4192 -17.5255 -13.8279
C -2.4368 -16.9519 -14.1888
C -2.9501 -15.6418 -14.7676
C -1.8102 -14.6573 -14.3883
O -0.6641 -15.4623 -14.1677
C -0.9642 -16.7995 -14.5908
H -2.9108 -17.8430 -14.5965
H -2.4440 -16.9854 -13.0984
H -3.9387 -15.3040 -14.4540
H -3.0245 -15.7723 -15.8517
H -2.0954 -14.1809 -13.4497
H -1.7222 -13.9321 -15.1998
H -0.3054 -17.4862 -14.0627
H -0.8218 -16.8571 -15.6749
C 2.1218 -23.5069 -13.3325
C 3.5539 -23.0828 -13.6936
C 3.4313 -21.5725 -13.9133
O 2.0298 -21.2936 -13.9023
C 1.3554 -22.5129 -14.1867
H 1.8733 -23.3417 -12.2842
H 1.9562 -24.5610 -13.5566
H 3.7766 -23.5683 -14.6481
H 4.3446 -23.3783 -13.0063
H 3.9140 -21.2881 -14.8550
H 3.8714 -20.9717 -13.1148
H 1.3121 -22.7666 -15.2520
H 0.3293 -22.3414 -13.8533
C 2.1992 -12.5690 -13.2885
C 3.5927 -11.9464 -13.3175
C 4.1444 -12.5085 -14.6266
O 3.6027 -13.8228 -14.7370
C 2.3744 -13.8989 -14.0384
H 1.5190 -11.9499 -13.8815
H 1.7586 -12.6955 -12.3029
H 4.2285 -12.2710 -12.4954
H 3.5272 -10.8595 -13.3403
H 5.2258 -12.6408 -14.5643
H 3.9092 -11.8565 -15.4739
H 2.3154 -14.7118 -13.3069
H 1.5236 -14.0803 -14.7016
C 1.5353 -15.3765 -19.0518
C 0.1887 -15.8544 -18.4998
C -0.7200 -14.6331 -18.7403
O 0.1026 -13.6134 -19.2698
C 1.4613 -13.8823 -18.8966
H 1.5437 -15.5347 -20.1345
H 2.3690 -15.9529 -18.6596
H 0.2889 -16.1067 -17.4406
H -0.1417 -16.7666 -18.9980
H -1.1849 -14.3580 -17.7842
H -1.5003 -14.8104 -19.4802
H 1.6473 -13.5427 -17.8700
H 2.0727 -13.3526 -19.6212
C 3.1357 -16.9500 -10.7333
C 4.4062 -16.0960 -11.0550
C 4.0715 -14.7520 -10.4188
O 2.6584 -14.6308 -10.5703
C 2.0958 -15.9055 -10.3135
H 3.3801 -17.6645 -9.9487
H 2.8249 -17.5111 -11.6145
H 4.4560 -15.9811 -12.1371
H 5.2944 -16.5849 -10.6639
H 4.4472 -13.9218 -11.0193
H 4.4391 -14.6297 -9.3954
H 1.1247 -16.0063 -10.7969
H 1.8777 -16.0016 -9.2383
O 5.1791 -15.3013 -21.7531
C 4.7811 -16.4270 -21.6645
O 3.9551 -16.8316 -20.6861
C 3.7766 -18.2540 -20.6657
C 4.6244 -18.8106 -21.8268
C 5.0655 -17.5853 -22.6101
H 2.7220 -18.5047 -20.7837
H 4.1037 -18.6137 -19.6923
H 4.0688 -19.5713 -22.3786
H 5.4571 -19.3988 -21.4323
H 4.4582 -17.4107 -23.4975
H 6.1220 -17.6107 -22.8564
O 3.4173 -19.5684 -17.5008
C 3.4333 -18.6004 -16.7907
O 4.1748 -17.5211 -17.0704
C 3.8640 -16.4125 -16.2517
C 2.8433 -16.8806 -15.1889
C 2.5705 -18.3287 -15.5727
H 3.4353 -15.5750 -16.8058
H 4.7346 -15.9535 -15.7888
H 1.9727 -16.2320 -15.2247
H 3.2722 -16.8150 -14.1907
H 1.5350 -18.5852 -15.7901
H 2.8976 -19.0311 -14.8050
*
```

## Properties
SMILES string ... O=C1CCCO1.O=C1CCCO1.C1CCOC1.C1CCOC1.C1CCOC1.C1CCOC1.C1CCOC1.C1CCOC1.C1CCOC1
Kohn-Sham gap ... 9.96 eV
Molar mass ... 676.93 g mol⁻¹